Arrangement i

Molecular formula: C3H4FO2
Method: DFT, ωB97M-V with the def2-TZVPD basis set

Structure (XYZ):
```
10
C3H4FO2 | the OMol25 dataset | ωB97M-V with the def2-TZVPD basis set
C -1.3570 0.8104 -2.1799
C 1.8059 -0.6687 1.9218
C 0.5094 -0.5026 1.3581
O 2.8529 -0.7848 2.2821
O -0.6999 0.2911 -1.2953
F -0.0798 0.5712 1.8530
H -2.4335 0.7965 -2.2215
H -1.0575 1.1608 -3.1862
H 0.4964 -0.1441 0.1864
H -0.0369 -1.5299 1.2813
```

LUMO level	-6.4	eV
net charge	+1

Löwdin charges in e: -0.055 0.124 -0.155 0.444 -0.034 0.081 0.083 0.101 0.198 0.214


Arrangement ii

Molecular formula: C3H4FO2
Method: DFT, ωB97M-V with the def2-TZVPD basis set

Structure (XYZ):
```
10
C3H4FO2 | the OMol25 dataset | ωB97M-V with the def2-TZVPD basis set
C -0.6154 0.3364 -0.8755
C -0.2841 -0.2064 1.5503
C 0.6233 -2.0095 1.4475
O 0.0473 0.7124 2.1844
O -1.0239 0.1220 0.3111
F 0.2025 -2.5108 0.3318
H 0.4737 0.3004 -1.0111
H -1.3407 0.4023 -1.7165
H 1.7225 -1.7317 1.4337
H 0.1840 -2.5247 2.3658
```

LUMO level	-6.8	eV
net charge	+1

Löwdin charges in e: 0.256 -0.198 0.010 0.210 0.073 0.047 0.147 0.161 0.146 0.146


Result of the stability comparison: arrangement ii is the least stable of them.


Arrangement i

Molecular formula: C4H8N
Method: DFT, ωB97M-V with the def2-TZVPD basis set

Structure (XYZ):
```
13
C4H8N | the OMol25 dataset | ωB97M-V with the def2-TZVPD basis set
C 2.1109 -0.0347 -1.9581
C 1.2520 -0.3070 -0.8805
C 0.1900 -0.4982 0.0124
C -0.5922 -0.6948 1.1616
N -1.4927 0.5768 1.3246
H 2.2364 1.1693 -2.0958
H 3.1516 -0.5874 -1.8922
H 1.7593 -0.2230 -2.9593
H -0.1409 -0.7543 2.0648
H -1.3652 -1.6375 1.1039
H -1.6692 0.6691 2.3032
H -2.3431 0.5730 0.7736
H -1.1725 1.4093 0.8719
```

LUMO level	-4.0	eV
net charge	+1
SMILES	CC#CC[NH3+]

Löwdin charges in e: -0.137 -0.008 -0.011 -0.170 0.198 0.157 0.142 0.075 0.085 0.198 0.154 0.165 0.152


Arrangement ii

Molecular formula: C4H8N
Method: DFT, ωB97M-V with the def2-TZVPD basis set

Structure (XYZ):
```
13
C4H8N | the OMol25 dataset | ωB97M-V with the def2-TZVPD basis set
C -0.1158 0.6403 2.5238
N 0.1787 0.8794 1.2700
C -0.3645 0.1461 0.1743
C 0.4089 -0.2882 -0.8240
C -0.1361 -0.7456 -2.1242
H 0.2350 1.3847 3.2304
H -0.5200 -0.3301 2.7978
H 1.1936 0.8556 1.0953
H -1.4343 0.0564 0.0437
H 1.4885 -0.3246 -0.6729
H -0.6617 0.1168 -2.5625
H 0.6142 -0.8621 -2.9019
H -0.8864 -1.5286 -2.0496
```

LUMO level	-6.7	eV
net charge	+1
SMILES	C=[NH+]/C=C/C

Löwdin charges in e: 0.221 0.032 -0.103 -0.090 -0.065 0.125 0.136 0.188 0.141 0.126 0.102 0.089 0.098


Arrangement iii

Molecular formula: C4H8N
Method: DFT, ωB97M-V with the def2-TZVPD basis set

Structure (XYZ):
```
13
C4H8N | the OMol25 dataset | ωB97M-V with the def2-TZVPD basis set
C 0.0475 2.0183 -1.3674
C -0.0026 0.6367 -0.7125
C 0.7976 -0.3497 -0.2004
N 0.5415 -1.1336 0.9836
C -0.8627 -1.4303 1.2430
H 0.0290 2.8642 -0.6150
H 1.0023 2.1972 -1.8551
H -0.7367 2.1429 -2.1358
H -1.2174 -2.3820 0.8132
H 1.7498 -0.7710 -0.6300
H 1.2113 -1.8504 1.3617
H -1.1348 -1.3661 2.3485
H -1.4247 -0.5762 0.7662
```

LUMO level	-7.5	eV
net charge	+1

Löwdin charges in e: -0.022 0.215 -0.033 -0.063 -0.088 0.133 0.114 0.094 0.100 0.179 0.168 0.117 0.086


Result of the stability comparison: arrangement iii is the least stable of them.


Arrangement i

Molecular formula: C4H7N2O
Method: DFT, ωB97M-V with the def2-TZVPD basis set

Structure (XYZ):
```
14
C4H7N2O | the OMol25 dataset | ωB97M-V with the def2-TZVPD basis set
C -1.1506 -0.8464 0.3611
C -0.0994 1.2607 -0.9568
C 0.4082 1.3655 0.4753
C -0.4921 0.3101 0.0548
N -2.1125 -1.3933 -0.3047
N 1.6135 -1.2747 -0.3069
O 2.4525 -0.3572 0.0814
H -0.9087 -1.2432 1.2713
H -0.8718 1.9456 -1.4900
H 0.6563 0.9341 -1.6213
H 1.5023 1.0338 0.5213
H 0.0730 2.2235 1.1885
H -2.5217 -2.1792 0.1938
H 1.4509 -1.7792 0.5323
```

LUMO level (spin up / spin down)	4.4 / 4.1	eV
net charge	-1

Löwdin charges in e: -0.363 -0.169 -0.165 -0.296 -0.003 -0.055 -0.321 0.063 0.107 0.060 0.063 0.109 -0.020 -0.010


Arrangement ii

Molecular formula: C4H7N2O
Method: DFT, ωB97M-V with the def2-TZVPD basis set

Structure (XYZ):
```
14
C4H7N2O | the OMol25 dataset | ωB97M-V with the def2-TZVPD basis set
C -0.6209 -0.9773 -2.0266
C -1.9497 -0.2702 0.0454
C -0.8394 0.7903 -0.1344
C -0.6991 -0.5865 -0.6966
N -0.7241 -1.5877 -3.0139
N 1.8300 -0.2996 1.1585
O 3.0674 0.3744 0.9663
H 1.7386 -0.7779 0.3185
H -2.1197 -0.7023 0.9771
H -2.8461 -0.1080 -0.4954
H -1.1005 1.6815 -0.7301
H -0.2690 1.0810 0.7926
H 3.2504 0.8814 1.7689
H 1.2821 0.5009 1.0699
```

LUMO level	3.7	eV
net charge	-1

Löwdin charges in e: -0.374 -0.194 -0.217 -0.353 0.010 -0.012 -0.174 0.026 0.042 0.062 0.074 0.055 0.064 -0.009


Arrangement iii

Molecular formula: C4H7N2O
Method: DFT, ωB97M-V with the def2-TZVPD basis set

Structure (XYZ):
```
14
C4H7N2O | the OMol25 dataset | ωB97M-V with the def2-TZVPD basis set
C 0.9916 0.1795 -0.9543
C -0.6704 -1.3984 0.2149
C 0.0488 -0.6059 1.3162
C 0.0404 -0.1169 -0.0722
N 1.0566 -0.2374 -2.1050
N -1.2371 1.7354 -0.0650
O -1.9130 1.9241 1.0143
H 1.7235 0.8004 -0.5022
H -0.1303 -2.3470 0.1003
H -1.7532 -1.4245 0.1769
H -0.4428 -0.1302 2.1206
H 1.0094 -1.0037 1.5928
H 1.7149 0.1869 -2.6818
H -0.4383 2.4376 -0.1556
```

LUMO level (spin up / spin down)	4.3 / 4.3	eV
net charge	-1

Löwdin charges in e: -0.418 -0.115 -0.161 -0.350 0.063 -0.117 -0.297 0.097 0.081 0.078 0.053 0.072 -0.023 0.035


Result of the stability comparison: arrangement i is the least stable of them.


Arrangement i

Molecular formula: C4H5ClN2
Method: DFT, ωB97M-V with the def2-TZVPD basis set

Structure (XYZ):
```
12
C4H5ClN2 | the OMol25 dataset | ωB97M-V with the def2-TZVPD basis set
N -1.9560 -1.9861 -0.7191
C -1.0862 -1.2785 -0.4523
C -0.3126 -0.1668 -0.0210
N -0.5029 0.0347 1.5872
C 0.1948 1.0169 -0.8331
C 1.1553 -0.1219 -0.4373
Cl 2.5496 0.1854 0.5835
H -1.1262 0.8359 1.5840
H -1.0142 -0.6751 2.0737
H 0.4551 1.8878 -0.3221
H 0.0618 1.1075 -1.8052
H 1.5815 -0.8401 -1.2381
```

LUMO level	0.8	eV
net charge	0
SMILES	N#C[C@]1(N)C[C@H]1Cl

Löwdin charges in e: 0.167 -0.181 -0.395 0.092 -0.033 -0.646 0.604 0.059 0.054 0.094 0.060 0.126


Arrangement ii

Molecular formula: C4H5ClN2
Method: DFT, ωB97M-V with the def2-TZVPD basis set

Structure (XYZ):
```
12
C4H5ClN2 | the OMol25 dataset | ωB97M-V with the def2-TZVPD basis set
Cl 2.2598 -0.7306 -2.0041
N 1.4974 0.6515 -1.0830
N 0.4499 0.2422 -0.3304
C -0.9035 0.0727 -0.6541
C -1.5568 -0.2673 0.5464
C -0.5379 -0.4253 1.5027
C 0.6814 -0.1135 0.9555
H 1.0827 1.1571 -1.9177
H -1.2638 0.2880 -1.6896
H -2.7410 -0.3208 0.7498
H -0.7252 -0.3908 2.5241
H 1.7570 -0.1630 1.4006
```

LUMO level	0.2	eV
net charge	0
SMILES	ClNn1cccc1

Löwdin charges in e: 0.449 -0.322 -0.293 -0.080 -0.101 -0.133 -0.107 0.088 0.121 0.147 0.073 0.159


Result of the stability comparison: arrangement ii is the least stable of them.


Arrangement i

Molecular formula: C6H14NO
Method: DFT, ωB97M-V with the def2-TZVPD basis set

Structure (XYZ):
```
22
C6H14NO | the OMol25 dataset | ωB97M-V with the def2-TZVPD basis set
C 0.9254 -0.3941 -1.0609
C -0.3997 -0.2258 -1.7644
C 0.9413 0.5525 0.1453
N 0.7319 2.0415 -0.3111
C -0.8034 2.3869 1.5573
C 0.5637 2.4975 0.8631
C -0.4928 -3.1552 0.1882
O 0.1303 -3.0737 -1.0127
H 1.7473 -0.1980 -1.7521
H 1.0362 -1.4502 -0.7348
H -1.2183 0.0124 -1.0816
H -0.3800 0.6435 -2.4395
H -0.7039 -1.0277 -2.4342
H 0.2808 0.0936 0.8846
H 1.9574 0.4876 0.5545
H 0.0662 -3.6439 1.0379
H -1.5399 2.0977 0.8048
H -0.9167 1.6528 2.3593
H -1.1493 3.3573 1.9258
H 1.2082 3.1342 1.5128
H -1.4654 -3.6845 0.1631
H -0.5193 -2.1045 0.5946
```

LUMO level	3.3	eV
net charge	-1

Löwdin charges in e: -0.274 -0.144 -0.225 0.014 -0.095 -0.284 -0.462 -0.438 0.099 0.069 0.061 0.054 0.061 0.091 0.099 0.025 0.069 0.064 0.060 0.098 0.031 0.026


Arrangement ii

Molecular formula: C6H14NO
Method: DFT, ωB97M-V with the def2-TZVPD basis set

Structure (XYZ):
```
22
C6H14NO | the OMol25 dataset | ωB97M-V with the def2-TZVPD basis set
C 0.4317 -0.8745 1.3974
C 0.9551 0.4803 1.7971
C -0.6536 -0.8125 0.2751
N -1.9885 -0.2318 0.8941
C -2.1385 1.0197 -1.1718
C -2.2876 -0.2698 -0.3895
C 2.1403 0.2981 -1.7024
O 2.8967 0.0946 -0.5714
H 0.0489 -1.3973 2.2804
H 1.2132 -1.4933 0.9527
H 1.5569 0.8912 0.9784
H 0.1117 1.1395 2.0331
H 1.6031 0.4045 2.6734
H -0.1525 -0.1802 -0.4605
H -0.7192 -1.8336 -0.1238
H 2.7163 0.6682 -2.5774
H -1.5702 1.6705 -0.5036
H -1.6173 0.9805 -2.1313
H -3.1161 1.4942 -1.2881
H -3.0556 -0.9744 -0.7687
H 1.3282 1.0218 -1.4586
H 1.5794 -0.5897 -2.0718
```

LUMO level	3.7	eV
net charge	-1

Löwdin charges in e: -0.247 -0.129 -0.240 -0.011 -0.082 -0.324 -0.473 -0.446 0.094 0.100 0.045 0.060 0.065 0.074 0.109 0.029 0.079 0.071 0.070 0.109 0.022 0.026


Arrangement iii

Molecular formula: C6H14NO
Method: DFT, ωB97M-V with the def2-TZVPD basis set

Structure (XYZ):
```
22
C6H14NO | the OMol25 dataset | ωB97M-V with the def2-TZVPD basis set
C 1.5764 -1.1787 1.3013
N 1.7597 -0.1284 0.2698
C 2.5581 0.9329 0.8645
C 0.5197 0.5065 -0.2737
C -0.5440 -0.3950 -0.8015
C -1.7944 0.3403 -1.3648
C -3.0879 -0.2064 -0.6018
O -4.2200 0.2995 -1.0509
H 0.6211 -1.6545 1.1552
H 2.3729 -1.8826 1.1268
H 1.5694 -0.7727 2.3215
H 3.5448 0.5713 1.1538
H 2.8720 1.6860 0.1258
H 1.9930 1.4366 1.6598
H 0.8799 1.2887 -0.9573
H 0.1124 1.1661 0.5176
H -0.1885 -1.0625 -1.6038
H -0.8834 -1.1394 -0.0897
H -1.9909 0.1684 -2.4156
H -1.7721 1.4050 -1.1288
H -2.8838 -0.0357 0.4994
H -3.0146 -1.3454 -0.7076
```

LUMO level	3.4	eV
net charge	-1
SMILES	CN(C)CCCC[O-]

Löwdin charges in e: -0.095 -0.262 -0.163 -0.240 -0.240 -0.199 -0.604 -0.357 0.060 0.069 0.075 0.073 0.076 0.079 0.113 0.115 0.108 0.070 0.084 0.086 0.075 0.076


Result of the stability comparison: arrangement ii is the least stable of them.


Arrangement i

Molecular formula: C4H4NO
Method: DFT, ωB97M-V with the def2-TZVPD basis set

Structure (XYZ):
```
10
C4H4NO | the OMol25 dataset | ωB97M-V with the def2-TZVPD basis set
C -1.1639 -0.9231 0.1404
C 0.9039 -1.0432 0.1687
C -0.1670 0.0286 0.0593
C -0.0935 1.4218 -0.1850
N -1.8553 -1.7542 0.4349
O 1.3436 -1.4900 1.1562
H 1.0083 -1.4799 -0.9168
H 0.3578 1.8209 0.6871
H -1.1006 1.8389 -0.5895
H 0.7667 1.5803 -0.9554
```

LUMO level	-9.0	eV
net charge	+1

Löwdin charges in e: -0.120 -0.221 -0.016 0.059 0.379 0.208 0.211 0.136 0.170 0.193


Arrangement ii

Molecular formula: C4H4NO
Method: DFT, ωB97M-V with the def2-TZVPD basis set

Structure (XYZ):
```
10
C4H4NO | the OMol25 dataset | ωB97M-V with the def2-TZVPD basis set
C -0.2422 -0.2445 0.1296
C 1.9002 0.6086 -0.0390
C 0.5610 1.0324 -0.0775
C -1.4941 -1.0113 0.2280
N -0.0464 -1.5930 -0.0417
O 2.9705 0.2457 0.0397
H 0.3208 1.3416 -1.2086
H 0.2168 1.8122 0.6829
H -2.1530 -1.3565 1.0294
H -2.0338 -0.8352 -0.7429
```

LUMO level	-6.1	eV
net charge	+1

Löwdin charges in e: -0.257 0.050 -0.009 -0.052 0.196 0.428 0.231 0.199 0.106 0.107


Result of the stability comparison: arrangement i is the least stable of them.